A 2-piece molecular cluster, C4H7NO overall in a non-equilibrium geometry. Source: OMol25; level of theory: the ωB97M-V functional and the def2-TZVPD basis.

Results
HOMO level   -9.4 eV
Spin multiplicity   1
HOMO-LUMO gap   0.368 hartree
Energy relative to the best compared isomer or geometry (same formula, charge and spin)   298.67 kJ/mol
SMILES   C=CC#N.CO

Element x y z (Å)
C  0.90801  -0.71896  0.40433
C  1.35057  0.50250  0.73332
C  0.60822  1.44379  1.48918
N  0.06810  2.23824  2.13025
H  -0.05274  -1.08849  0.70612
H  1.57159  -1.51248  0.09279
H  2.38688  0.74375  0.77435
C  -1.74342  -0.12297  -0.95297
O  -0.35016  -0.05176  -1.23344
H  -2.09967  -1.16754  -0.99643
H  -1.98044  0.28761  0.03781
H  -2.27597  0.44220  -1.71873
H  0.04788  0.77912  -0.89375

Cartesian forces (eV/Å) of the 3 atoms listed first:
0.5 -0.4 1.5
0.6 -0.7 1.1
-0.8 0.6 0.5


An isolated molecule of C4H7NO in a non-equilibrium geometry. Source: OMol25; level of theory: the ωB97M-V functional and the def2-TZVPD basis.

Results
HOMO level   -6.6 eV
Spin multiplicity   1
HOMO-LUMO gap   0.270 hartree
Energy relative to the best compared isomer or geometry (same formula, charge and spin)   482.71 kJ/mol

Element x y z (Å)
C  0.97932  1.22504  -0.18140
C  -0.81930  0.09759  -0.82449
C  -0.51204  -1.34630  -0.42448
C  -0.00779  -0.90497  0.92204
O  0.37466  -1.36464  1.95342
N  -0.18387  0.55724  0.54981
H  0.62073  1.98341  -0.89628
H  1.61249  1.64763  0.58457
H  1.52347  0.49044  -0.79395
H  -1.86667  0.36541  -0.85368
H  -1.37921  -2.00178  -0.35825
H  0.28374  -1.86645  -0.98420
H  -0.62553  1.11737  1.30691

Cartesian forces (eV/Å) of the 3 atoms listed first:
0.5 0.3 1.2
-1.1 -0.6 -0.4
-0.3 -0.5 -0.1